Formula: C8H21BrIOOsP2
Source: the OMol25 dataset
Level of theory: ωB97M-V/def2-TZVPD

⟨S²⟩: 6.030
Frontier orbital gap (alpha / beta) (eV): 7.71 / 4.94
2S+1: 5
Highest occupied orbital energy (alpha / beta) (hartree): -0.7239 / -0.7321
F_max (eV/Å): 6.00
Net charge: +3
E_LUMO (alpha / beta) (eV): -11.99 / -14.98

Last column: natural (NBO) charge in e.
Geometry (Å):
C1 -0.187 -0.026 -5.200  -0.68
I1 -0.722 0.108 -3.113  0.82
H1 0.894 0.077 -5.261  0.29
H2 -0.698 0.784 -5.715  0.28
H3 -0.519 -1.000 -5.554  0.30
Os1 0.015 -0.005 0.736  0.49
P1 0.144 2.304 0.590  0.91
C2 -1.407 3.226 0.271  -0.93
C3 0.809 3.100 2.100  -0.92
H4 0.931 4.179 1.957  0.29
H5 1.368 3.990 -0.702  0.30
H6 1.774 2.640 2.328  0.26
H7 2.247 2.432 -0.572  0.26
H8 -2.125 3.014 1.068  0.27
H9 0.127 2.915 2.934  0.27
C4 1.271 2.899 -0.726  -0.92
H10 -1.221 4.304 0.225  0.29
H11 0.884 2.586 -1.700  0.22
H12 -1.839 2.891 -0.676  0.24
P2 0.174 -2.309 0.932  0.92
C5 -1.364 -3.288 0.750  -0.93
C6 1.313 -3.075 -0.282  -0.92
H13 1.804 -2.365 2.701  0.26
H14 0.981 -3.952 2.561  0.29
H15 0.160 -2.567 3.340  0.26
C7 0.845 -2.865 2.543  -0.92
H16 2.282 -2.576 -0.198  0.26
H17 1.425 -4.149 -0.095  0.30
H18 -1.163 -4.359 0.861  0.29
H19 -1.799 -3.100 -0.235  0.25
H20 0.924 -2.916 -1.291  0.25
H21 -2.085 -2.973 1.508  0.27
C8 -1.782 -0.038 0.445  0.54
O1 -2.937 -0.059 0.258  -0.35
Br1 -0.527 0.175 3.212  0.17

Forces on atoms 1 to 6 (eV/Å):
C 0.013 0.417 -0.446
I 0.050 -0.048 -0.781
H 0.099 -0.125 0.259
H -0.146 0.001 0.205
H -0.082 -0.239 0.213
Os 0.953 0.141 2.917